A cluster of 14 separate species, C64H78BBr6NO30S3 in total at a distorted geometry, computed with ωB97M-V with the def2-TZVPD basis set.

Calculated values
charge	0
E	-21460.48287	Eh
HOMO level	-9.104	eV

Each line ends with the Mulliken charge.
Atoms and positions in Å:
C (0.203, 1.731, 0.210)  -1.4057
C (-0.272, 0.236, 0.264)  1.9184
C (-1.325, 0.028, -0.905)  0.6195
C (-0.630, -0.165, -2.211)  -0.3508
C (0.230, -1.389, -2.336)  -1.5791
C (1.280, -1.324, -1.213)  2.7854
N (0.828, -0.835, 0.135)  1.1757
O (1.702, -1.069, 1.231)  -0.0933
C (2.418, -0.447, -1.807)  -1.2462
C (1.876, -2.757, -1.059)  -2.1470
C (-1.049, 0.002, 1.629)  -0.2425
H (0.769, 2.005, 1.100)  0.7743
H (-0.517, 2.536, 0.062)  -0.1727
H (0.800, 1.758, -0.701)  -0.2173
H (-2.047, 0.838, -1.004)  -0.6410
H (-1.852, -0.915, -0.757)  -0.2158
H (-0.084, 0.726, -2.519)  -0.1756
H (-1.371, -0.282, -3.002)  0.2120
H (0.622, -1.334, -3.352)  0.3513
H (-0.345, -2.314, -2.288)  0.2603
H (2.861, -0.946, -2.669)  0.4821
H (3.133, -0.352, -0.990)  -0.2433
H (2.117, 0.488, -2.279)  0.1038
H (1.165, -3.552, -0.833)  0.5175
H (2.606, -2.741, -0.250)  0.5605
H (2.375, -3.003, -1.996)  0.0844
H (-1.473, 0.917, 2.042)  -0.2143
H (-0.629, -0.518, 2.490)  0.2171
H (-1.882, -0.609, 1.281)  -0.2204
O (-8.815, -4.744, -1.327)  -0.6653
C (-7.939, -3.932, -1.135)  0.5890
O (-6.827, -4.270, -0.775)  -0.7551
B (-5.909, -3.106, -0.803)  1.4432
O (-6.765, -1.954, -0.971)  -0.1943
C (-8.080, -2.410, -1.220)  0.4110
O (-9.125, -1.829, -1.482)  -0.6272
O (-4.769, -3.245, -1.708)  -0.5520
C (-3.591, -3.193, -1.040)  0.5528
O (-2.527, -3.269, -1.632)  -0.5792
C (-3.963, -3.142, 0.586)  0.6597
O (-5.297, -3.138, 0.558)  -0.6527
O (-3.213, -3.194, 1.524)  -0.6126
Br (1.486, -5.269, -5.583)  -0.1625
C (2.317, -6.362, -4.105)  -0.7439
C (3.807, -6.177, -3.878)  -0.3400
Br (4.250, -4.315, -3.615)  -0.0837
H (2.141, -7.405, -4.367)  0.4759
H (1.720, -6.106, -3.229)  0.2938
H (4.487, -6.539, -4.649)  0.4340
H (4.108, -6.829, -3.058)  0.1668
Br (3.176, 4.623, 3.371)  -0.0986
C (4.788, 3.810, 2.572)  -0.5203
C (4.760, 3.711, 1.002)  -0.7391
Br (3.337, 2.590, 0.252)  -0.0109
H (4.965, 2.863, 3.081)  0.1449
H (5.677, 4.399, 2.797)  0.4859
H (5.694, 3.375, 0.552)  0.4440
H (4.611, 4.727, 0.639)  0.4390
Br (-4.531, 2.173, -0.725)  -0.0256
C (-4.152, 3.366, -2.296)  -0.4501
C (-4.816, 4.798, -2.196)  -0.1170
Br (-3.860, 6.084, -3.318)  -0.1706
H (-4.446, 3.048, -3.296)  0.4384
H (-3.071, 3.404, -2.433)  0.0506
H (-4.632, 4.999, -1.140)  -0.0305
H (-5.881, 4.944, -2.373)  0.3834
O (-4.952, 1.188, -5.291)  -0.5699
S (-4.668, -0.203, -5.584)  1.0402
O (-4.865, -0.769, -6.943)  -0.6427
O (-3.048, -0.444, -5.225)  -0.3358
C (-2.551, -1.689, -5.160)  0.1251
C (-1.153, -1.716, -6.029)  -1.3555
C (-5.537, -1.132, -4.347)  -0.9693
H (-3.235, -2.368, -5.667)  0.6941
H (-2.250, -2.053, -4.178)  -0.0875
H (-0.681, -2.638, -5.689)  0.2829
H (-0.555, -0.874, -5.680)  0.2803
H (-1.141, -1.754, -7.118)  0.4007
H (-5.013, -1.096, -3.391)  0.1666
H (-5.399, -2.193, -4.557)  0.4610
H (-6.621, -1.024, -4.387)  0.5376
O (3.406, -5.172, 2.803)  -0.5956
S (3.515, -5.955, 1.591)  1.3330
O (2.549, -5.803, 0.501)  -0.5604
O (5.105, -5.709, 1.010)  -0.4052
C (5.293, -5.869, -0.484)  0.4514
C (6.511, -5.100, -0.903)  -1.0866
C (3.618, -7.791, 1.896)  -1.1228
H (4.446, -5.423, -1.005)  -0.2451
H (5.280, -6.847, -0.965)  0.3650
H (6.551, -4.028, -0.710)  -0.0189
H (6.772, -5.254, -1.950)  0.4460
H (7.467, -5.437, -0.503)  0.4436
H (3.139, -8.080, 2.832)  0.3902
H (4.665, -8.061, 1.759)  0.3607
H (3.109, -8.236, 1.041)  0.3385
O (-4.176, 2.449, 6.909)  -0.4910
S (-3.232, 2.649, 8.007)  1.0463
O (-3.398, 2.026, 9.370)  -0.6096
O (-1.602, 2.546, 7.585)  -0.4496
C (-1.289, 2.341, 6.187)  -0.2387
C (-1.140, 0.894, 5.791)  -0.5248
C (-3.251, 4.400, 8.291)  -0.9092
H (-0.322, 2.792, 5.962)  0.3929
H (-1.966, 2.852, 5.502)  0.1745
H (-0.412, 0.289, 6.332)  0.3630
H (-0.979, 0.898, 4.712)  -0.0971
H (-2.083, 0.408, 6.040)  0.3560
H (-2.390, 4.542, 8.944)  0.3506
H (-4.228, 4.501, 8.763)  0.3724
H (-3.134, 4.865, 7.312)  0.2729
C (-3.009, 5.031, 1.586)  -0.3438
C (-2.449, 4.051, 2.365)  -0.3520
C (-0.918, 4.035, 2.685)  0.3726
O (-0.363, 3.080, 3.228)  -0.5313
C (-0.313, 5.215, 2.107)  -0.0975
C (-0.915, 6.213, 1.370)  -0.2237
C (-2.266, 6.120, 0.948)  0.2832
O (-2.692, 6.840, 0.000)  -0.6074
H (-4.056, 4.827, 1.417)  0.5154
H (-3.006, 3.247, 2.824)  0.3724
H (0.720, 5.388, 2.369)  -0.0876
H (-0.220, 6.957, 1.010)  0.5772
C (7.076, 0.593, 2.597)  -0.4202
C (5.884, -0.014, 2.279)  -0.1229
C (5.640, -0.809, 1.120)  0.5141
O (4.578, -1.372, 1.039)  -0.4355
C (6.875, -1.195, 0.379)  -0.3253
C (8.000, -0.547, 0.658)  -0.5280
C (8.243, 0.458, 1.740)  -0.1260
O (9.278, 1.019, 1.977)  -0.5458
H (7.242, 0.929, 3.610)  0.4813
H (5.030, -0.137, 2.929)  0.5184
H (6.798, -1.843, -0.481)  0.4402
H (8.832, -0.709, -0.012)  0.4008
C (0.202, 5.679, -3.901)  -0.6412
C (0.512, 6.987, -4.100)  -0.5662
C (1.327, 7.815, -3.186)  0.3182
O (1.910, 8.876, -3.441)  -0.5757
C (1.609, 7.080, -1.902)  -0.6232
C (1.074, 5.936, -1.601)  -0.2172
C (0.412, 5.018, -2.645)  0.4867
O (0.124, 3.885, -2.438)  -0.4661
H (-0.466, 5.236, -4.625)  0.5401
H (0.349, 7.469, -5.053)  0.4528
H (2.156, 7.675, -1.185)  0.4634
H (1.060, 5.583, -0.580)  0.7395
C (0.054, -4.878, 6.073)  -0.2346
C (0.197, -3.764, 5.298)  -0.4840
C (-0.007, -3.775, 3.847)  0.3050
O (0.085, -2.835, 3.134)  -0.3428
C (-0.209, -5.129, 3.260)  -0.3436
C (-0.330, -6.224, 4.069)  -0.5324
C (-0.302, -6.209, 5.549)  0.2245
O (-0.527, -7.135, 6.330)  -0.5753
H (0.368, -4.796, 7.103)  0.3979
H (0.286, -2.734, 5.612)  0.4154
H (-0.148, -5.178, 2.183)  0.6709
H (-0.230, -7.226, 3.681)  0.4355
C (3.796, 2.725, -4.121)  0.3340
C (3.349, 3.641, -5.034)  -0.5598
C (4.129, 4.134, -6.268)  0.1847
O (3.761, 4.908, -7.171)  -0.5402
C (5.514, 3.444, -6.294)  -0.3357
C (5.905, 2.539, -5.408)  -0.4993
C (5.012, 1.940, -4.253)  0.2620
O (5.249, 0.851, -3.536)  -0.4614
H (3.076, 2.468, -3.358)  0.3858
H (2.404, 4.161, -4.980)  0.4825
H (6.191, 3.789, -7.062)  0.4008
H (6.910, 2.151, -5.473)  0.3837
C (-6.649, 0.332, 4.288)  -0.4098
C (-5.486, 0.867, 3.909)  -0.5531
C (-4.937, 0.704, 2.575)  0.2630
O (-3.744, 1.020, 2.267)  0.1035
C (-5.937, 0.054, 1.588)  0.4839
C (-7.153, -0.384, 1.947)  -0.8157
C (-7.541, -0.494, 3.416)  0.0569
O (-8.495, -1.166, 3.865)  -0.5592
H (-7.021, 0.670, 5.244)  0.4446
H (-4.975, 1.433, 4.674)  0.6354
H (-5.793, 0.134, 0.520)  -0.0636
H (-7.838, -0.776, 1.209)  0.4925

---

A structure of composition C64H96F10N15O22S10 at a distorted geometry, computed with ωB97M-V with the def2-TZVPD basis set.

Calculated values
charge	+5
E	-9951.23223	Eh
HOMO level	-10.622	eV

Each line ends with the Mulliken charge.
Atoms and positions in Å:
C (-11.063, 3.700, -11.947)  -1.1872
C (-12.064, 4.090, -10.807)  -0.5074
N (-11.591, 3.541, -9.449)  0.2685
C (-12.943, 3.492, -8.461)  -1.0328
C (-10.768, 2.324, -9.484)  -0.3205
C (-11.346, 0.974, -9.353)  -1.4710
C (-10.239, 4.613, -9.069)  -0.6627
C (-10.461, 5.471, -7.850)  -0.6108
O (-9.143, 5.489, -7.097)  -0.2993
C (-8.896, 6.150, -6.066)  -0.2152
H (-11.440, 2.660, -12.383)  0.3574
H (-10.016, 3.552, -11.613)  0.4090
H (-11.679, 4.271, -12.809)  0.3402
H (-13.054, 3.694, -10.893)  0.5413
H (-12.033, 5.188, -10.601)  0.4337
H (-12.457, 3.179, -7.542)  0.4587
H (-13.524, 2.596, -8.803)  0.3559
H (-13.342, 4.470, -8.633)  0.4111
H (-10.405, 2.451, -8.494)  0.5664
H (-10.333, 2.342, -10.504)  0.1675
H (-10.732, -0.007, -8.909)  0.3195
H (-11.991, 0.972, -10.312)  0.2814
H (-12.004, 0.822, -8.396)  0.2865
H (-9.846, 5.001, -9.990)  0.5493
H (-9.592, 3.725, -9.060)  0.5215
H (-11.015, 4.964, -7.133)  0.4220
H (-10.600, 6.481, -8.083)  0.4408
H (-9.579, 6.879, -5.686)  0.3015
H (2.503, 9.084, -2.342)  -0.2215
H (-8.182, 5.925, -5.212)  0.2736
C (4.590, 4.387, -5.114)  -1.3426
C (4.680, 5.898, -4.908)  -0.3148
N (5.856, 6.483, -5.700)  0.3493
C (6.959, 5.490, -5.541)  -1.6911
C (5.475, 6.706, -7.140)  -0.2175
C (6.587, 7.056, -8.016)  -1.3138
C (6.255, 7.877, -5.172)  -0.2086
C (7.034, 7.928, -3.890)  -1.1148
O (6.234, 7.816, -2.694)  -0.3888
C (5.872, 9.142, -2.152)  -0.8946
H (5.315, 3.818, -4.541)  0.2858
H (4.718, 4.162, -6.112)  0.3934
H (3.665, 4.030, -4.731)  0.4936
H (4.716, 6.222, -3.877)  0.4315
H (3.874, 6.447, -5.397)  0.3314
H (6.907, 4.652, -6.174)  0.4447
H (7.119, 5.125, -4.492)  0.5435
H (7.866, 6.022, -5.906)  0.5425
H (4.804, 7.534, -7.038)  0.3464
H (4.859, 5.843, -7.542)  0.4677
H (6.251, 6.982, -9.035)  0.4353
H (7.529, 6.515, -8.008)  0.3108
H (6.846, 8.199, -7.983)  0.3578
H (5.329, 8.450, -5.089)  0.3250
H (6.947, 8.252, -5.920)  0.3021
H (7.483, 8.926, -3.854)  0.5564
H (7.833, 7.228, -3.874)  0.4573
H (4.988, 9.158, -1.578)  0.3795
H (5.766, 9.880, -2.997)  0.2713
H (6.741, 9.422, -1.549)  0.3001
C (1.886, -3.724, 8.561)  -0.8300
N (1.314, -4.064, 9.913)  0.1646
C (0.584, -3.192, 10.612)  -0.0939
C (-0.166, -3.569, 11.700)  -0.7114
C (-0.282, -4.904, 11.995)  0.6999
C (0.545, -5.775, 11.296)  -0.5575
C (1.371, -5.356, 10.273)  -0.4114
C (-1.191, -5.463, 13.043)  0.6755
C (-1.047, -5.231, 14.381)  -0.3568
C (-1.952, -5.698, 15.329)  -0.3173
N (-2.978, -6.480, 14.928)  0.0369
C (-3.038, -6.907, 13.610)  -0.3277
C (-2.165, -6.426, 12.678)  -0.5628
C (-4.013, -6.871, 15.866)  -0.9657
H (2.329, -2.697, 8.614)  0.3584
H (0.976, -3.834, 7.918)  0.3423
H (2.657, -4.463, 8.367)  0.2866
H (0.479, -2.184, 10.207)  0.3462
H (-0.650, -2.881, 12.344)  0.4797
H (0.584, -6.853, 11.464)  0.4493
H (1.999, -6.085, 9.708)  0.3593
H (-0.235, -4.561, 14.684)  0.4876
H (-1.909, -5.495, 16.400)  0.4509
H (-3.848, -7.445, 13.355)  0.4937
H (-2.409, -6.620, 11.600)  0.3693
H (-4.756, -6.123, 15.921)  0.3896
H (-3.746, -7.222, 16.862)  0.3905
H (-4.485, -7.746, 15.446)  0.3316
C (1.609, 0.548, -4.282)  -1.0591
N (0.873, -0.777, -4.172)  0.2115
C (1.466, -1.977, -4.019)  -0.3217
C (0.752, -3.191, -4.116)  -0.2691
C (-0.622, -3.101, -4.174)  0.6205
C (-1.227, -1.847, -4.214)  -0.8977
C (-0.483, -0.676, -4.309)  -0.6581
C (-1.480, -4.269, -4.368)  0.3094
C (-2.509, -4.230, -5.302)  -0.6194
C (-3.414, -5.276, -5.364)  -0.1323
N (-3.451, -6.269, -4.496)  0.2105
C (-2.428, -6.333, -3.626)  -0.4673
C (-1.419, -5.435, -3.626)  -0.4168
C (-4.447, -7.363, -4.624)  -0.8030
H (1.650, 0.958, -3.282)  0.3447
H (0.887, 1.100, -4.866)  0.3449
H (2.607, 0.361, -4.714)  0.4434
H (2.516, -1.845, -3.947)  0.5579
H (1.256, -4.132, -3.989)  0.6064
H (-2.271, -1.725, -4.102)  0.8027
H (-1.016, 0.224, -4.398)  0.5417
H (-2.636, -3.362, -5.984)  0.4742
H (-4.175, -5.340, -6.177)  0.3426
H (-2.387, -7.152, -2.846)  0.3930
H (-0.720, -5.472, -2.775)  0.4700
H (-5.085, -7.461, -3.683)  0.3262
H (-3.866, -8.291, -4.724)  0.3651
H (-5.130, -7.089, -5.452)  0.2627
C (7.946, 4.210, 5.114)  -0.9582
N (8.251, 3.162, 4.140)  0.1684
C (9.069, 2.082, 4.397)  -0.4553
C (9.198, 1.069, 3.469)  -0.6249
C (8.495, 1.199, 2.259)  0.5028
C (7.599, 2.221, 2.004)  -0.8539
C (7.506, 3.174, 2.978)  -0.3677
C (8.666, 0.193, 1.097)  0.7685
C (9.724, 0.285, 0.222)  -0.5701
C (9.767, -0.578, -0.839)  -0.3491
N (8.824, -1.506, -0.960)  0.1258
C (7.802, -1.724, -0.116)  -0.9896
C (7.661, -0.739, 0.885)  -0.3469
C (8.731, -2.240, -2.300)  -0.8568
H (7.406, 5.019, 4.632)  0.3341
H (8.877, 4.671, 5.439)  0.3992
H (7.372, 3.895, 5.962)  0.3660
H (9.433, 2.044, 5.409)  0.4988
H (9.888, 0.235, 3.607)  0.5548
H (7.056, 2.237, 1.094)  0.7241
H (6.824, 4.024, 2.928)  0.4082
H (10.551, 0.998, 0.377)  0.4961
H (10.581, -0.476, -1.592)  0.3577
H (7.063, -2.441, -0.356)  0.7924
H (6.718, -0.639, 1.485)  0.6578
H (8.551, -3.272, -2.179)  0.3967
H (9.699, -2.121, -2.731)  0.3145
H (7.865, -1.736, -2.789)  0.2571
C (1.368, -2.210, 3.706)  -1.1904
N (-0.094, -2.147, 3.545)  0.4754
C (-0.759, -2.903, 2.658)  -0.6925
C (-2.137, -2.793, 2.520)  -0.7043
C (-2.772, -1.817, 3.229)  1.3217
C (-2.017, -0.870, 4.025)  -1.3508
C (-0.686, -1.134, 4.181)  -0.4436
C (-4.163, -1.497, 2.882)  0.4675
C (-4.372, -0.420, 2.084)  -0.6622
C (-5.699, -0.013, 1.674)  -0.5251
N (-6.741, -0.804, 2.034)  0.0580
C (-6.529, -1.835, 2.830)  0.0000
C (-5.295, -2.254, 3.328)  -0.6727
C (-8.135, -0.538, 1.465)  -0.7975
H (1.962, -1.591, 3.028)  0.3158
H (1.753, -3.236, 3.630)  0.4060
H (1.592, -1.870, 4.685)  0.4519
H (-0.211, -3.588, 2.026)  0.5920
H (-2.649, -3.493, 1.851)  0.6192
H (-2.401, -0.021, 4.516)  0.7358
H (0.045, -0.566, 4.758)  0.7680
H (-3.593, 0.220, 1.659)  0.4587
H (-5.935, 0.828, 1.004)  0.5041
H (-7.507, -2.397, 2.992)  0.2844
H (-5.222, -2.988, 4.174)  0.5181
H (-8.407, 0.417, 1.911)  0.3821
H (-8.722, -1.383, 1.825)  0.2472
H (-8.035, -0.457, 0.415)  0.3446
N (-4.763, -1.822, -1.354)  -0.3849
S (-3.642, -2.888, -1.574)  0.9604
O (-3.505, -3.377, -2.893)  -0.3591
O (-3.517, -3.735, -0.486)  -0.5847
F (-2.289, -2.045, -1.491)  -0.2747
S (-4.636, -0.405, -1.966)  1.1784
O (-5.832, 0.358, -1.719)  -0.6525
O (-3.952, -0.305, -3.201)  -0.5184
F (-3.622, 0.345, -0.950)  -0.2734
N (3.809, 1.863, 3.476)  -0.3676
S (4.557, 0.777, 4.241)  0.9954
O (4.186, 0.617, 5.644)  -0.6612
O (5.925, 0.803, 3.892)  -0.3430
F (3.997, -0.620, 3.564)  -0.1895
S (2.311, 1.901, 3.085)  0.9072
O (1.746, 3.151, 2.638)  -0.5910
O (1.499, 1.010, 3.842)  -0.4791
F (2.369, 1.109, 1.731)  -0.1862
N (-1.790, -3.313, 8.640)  -0.2347
S (-2.004, -3.761, 7.137)  1.0733
O (-0.750, -3.557, 6.506)  -0.5955
O (-3.208, -3.294, 6.531)  -0.5598
F (-2.038, -5.357, 7.182)  -0.3221
S (-2.937, -2.746, 9.647)  1.0398
O (-4.213, -2.335, 9.143)  -0.5462
O (-2.226, -1.903, 10.575)  -0.6085
F (-3.148, -4.098, 10.499)  -0.2220
N (3.491, -4.109, 0.006)  -0.4534
S (2.188, -3.459, -0.449)  1.0982
O (1.069, -4.246, -0.283)  -0.6682
O (2.372, -2.746, -1.658)  -0.4572
F (1.927, -2.307, 0.576)  -0.1441
S (3.647, -4.837, 1.445)  1.0618
O (4.538, -5.956, 1.313)  -0.6006
O (2.571, -4.825, 2.322)  -0.4890
F (4.690, -3.673, 2.160)  -0.3063
N (6.072, 1.668, -3.039)  -0.3180
S (5.323, 0.403, -2.641)  0.8272
O (6.099, -0.555, -1.896)  -0.3494
O (4.375, -0.065, -3.651)  -0.6289
F (4.345, 0.922, -1.526)  -0.2008
S (7.497, 2.064, -2.486)  0.9661
O (8.594, 1.121, -2.419)  -0.4582
O (7.298, 2.820, -1.273)  -0.5829
F (7.852, 3.066, -3.545)  -0.1349

---

Q: Which of these has the highest charge?
A: C64H96F10N15O22S10

---

Q: Which of these has the lowest HOMO level?
A: C64H96F10N15O22S10